# 1
C53H68N7O22PS | ωB97M-V with the def2-TZVPD basis set

## Properties
Electronic energy (eV): -131644.76123
Orbital gap (Ha): 0.240
HOMO energy (eV): -8.538
SMILES: [H]/N=C/C[C@](CCC(N)=O)(O[C@@H](N=C=S)[C@](N)(CCCCCCCCCCCC)NNCC)[PH2]=N.O=C1C=C(O)C(=O)C=C1O.O=C1C=C(O)C(=O)C=C1O.O=C1C=C(O)C(=O)C=C1O.O=C1C=C(O)C(=O)C=C1O.O=C1C=C(O)C(=O)C=C1O

Cartesian coordinates (Å):
S -1.821614 0.959692 1.486862
P -4.741949 3.552189 -1.202294
O -10.392357 -4.191994 2.713022
O 14.333506 -2.678317 1.915136
O 11.613693 1.339493 2.326023
O -7.239481 7.756213 -2.534175
O 8.848359 -6.499173 1.664151
O 11.897626 2.668794 6.855384
O -4.908864 0.881048 -0.178740
O 7.709128 -1.548632 0.112571
O 8.262512 -6.113742 -0.989452
O -10.117323 -8.380967 4.890091
O 8.909241 0.886230 2.443800
O -7.777159 -9.078432 3.636876
O 9.209855 2.130009 6.996114
O 8.381989 -1.919735 2.747670
O -7.977096 12.147066 -5.961476
O -6.802001 12.366666 -3.490786
O 11.838330 -3.783883 1.623244
O 14.952702 -5.767198 5.441653
O -8.223685 5.284051 -2.493954
O -8.333180 7.522505 -5.040849
O 12.492016 -6.931818 5.091092
O -8.100396 -4.927950 1.394125
N -2.840843 0.756003 -1.407040
N -4.023210 2.980218 3.059625
N -7.559746 3.405681 -3.917647
N -5.644563 -1.572063 -0.729769
N -3.203383 -1.934058 -1.365142
N -5.233078 -2.122271 0.470748
N -5.337771 5.039016 -0.888989
C 13.914095 -3.715083 2.728405
C 14.254143 -5.308105 4.544847
C 8.350789 -2.982835 1.863947
C -7.164695 11.243846 -3.825281
C 8.266433 -5.055190 -0.099706
C -3.961425 -4.331612 0.870851
C 5.201473 1.322216 -0.482342
C -7.941216 3.955921 -2.561005
C -3.780501 -1.656992 -4.264887
C 7.976649 -3.816459 -0.502463
C -6.998863 10.072651 -2.950820
C -5.947998 2.600691 1.314635
C 4.172427 2.516076 -0.029772
C -7.080874 1.820931 -1.024553
C -8.542344 -5.729534 2.209696
C -0.536830 -0.654689 -3.639295
C -4.713612 3.481435 1.962738
C 8.637167 -4.222219 2.267228
C 8.993619 1.503835 4.725867
C 8.604492 -5.347453 1.320306
C -8.396241 -7.871243 3.369246
C 12.550135 -4.265346 2.498279
C -5.422099 -3.618848 0.542126
C -4.326074 0.471622 -1.463135
C -8.188952 9.825790 -5.557515
C -8.084205 3.109282 -1.164249
C -5.647219 2.149659 -0.267983
C -1.452491 -0.581825 -5.005842
C 12.107256 -5.386305 3.341600
C 14.706029 -4.202914 3.685225
C 12.900389 -5.876584 4.296213
C -9.788604 -5.411231 2.960132
C -7.801198 11.037549 -5.155108
C -7.879658 -7.013445 2.487221
C 7.985643 -2.694564 0.449308
C -8.001246 8.650247 -4.692956
C 11.202700 2.217480 5.748354
C -4.496518 -1.183689 -1.633227
C -10.306905 -6.270679 3.839583
C 2.622990 2.325799 -0.541239
C 0.356027 0.746891 -3.454567
C -7.389717 8.861333 -3.351647
C -2.414770 1.044800 -0.129901
C -5.005049 -1.483329 -3.189550
C 2.466389 1.924491 -2.125063
C 11.819176 2.020974 4.581280
C 9.609626 1.310715 3.558013
C 11.072274 1.543356 3.407441
C -9.657058 -7.564630 4.098947
C 1.481602 0.611100 -2.262727
C -3.052099 -0.263125 -4.725511
C 9.744785 1.958387 5.906431
C 4.558799 -0.195789 -0.401763
H -6.550902 10.240009 -1.979407
H -2.939248 -2.406740 -3.948799
H -7.595512 7.000067 -3.049699
H -0.975219 0.212738 -5.733265
H -5.965172 1.576070 1.920496
H -9.828730 -3.753671 2.038874
H -8.323797 3.755973 -4.570606
H -3.273337 3.640283 3.363166
H -4.361571 4.545088 1.563180
H 8.136412 -1.131398 2.216166
H 13.583378 -2.505307 1.305318
H 15.698894 -3.810917 3.864933
H 9.576248 0.820045 1.726010
H -2.789217 -1.703862 -0.435509
H -4.269455 -2.116919 -5.251922
H -1.341021 -1.645133 -5.534943
H -6.107877 4.945782 -0.185060
H 2.092834 3.384063 -0.387497
H -7.644840 0.957218 -0.425378
H 4.380224 -0.586566 -1.505062
H -9.193518 2.668804 -1.148781
H -5.721956 -1.609623 1.237299
H 8.901979 -4.446293 3.292891
H -6.939935 1.386415 -2.122446
H -3.448358 -4.797563 -0.075692
H -4.156067 -5.117657 1.717106
H -6.965051 -7.224477 1.948057
H 7.931406 1.336425 4.850030
H 3.526465 -0.249496 0.165463
H -8.344068 -9.519470 4.306652
H 13.239763 -7.100755 5.704781
H 3.494027 1.694760 -2.659867
H 4.593145 3.568284 -0.404794
H 1.970625 2.802394 -2.748568
H 0.887372 0.437904 -1.259315
H 5.268801 -0.967980 0.144000
H 2.087289 1.570259 0.177351
H -3.320159 3.571225 -0.891737
H 4.165779 2.571891 1.148113
H -3.369499 -2.957773 -1.484103
H -3.258303 -3.490495 1.339475
H 7.726978 -3.590143 -1.531144
H 0.838979 1.067439 -4.489537
H -1.171961 -0.852875 -2.669693
H 5.658988 1.474588 -1.571856
H -4.829054 0.931632 -2.413660
H -5.739902 -0.654647 -3.600800
H 11.120112 -5.788485 3.151550
H -5.990252 -4.098724 -0.360383
H -5.629978 -2.499333 -3.229595
H 11.231771 2.729157 7.574601
H -6.719317 3.987462 -4.213494
H -3.233017 0.653865 -4.021927
H 0.258269 -1.539589 -3.737172
H -4.920642 3.310954 -2.628154
H -7.006855 3.077952 1.460801
H -7.615528 12.902387 -5.448387
H -0.396437 1.610674 -3.166683
H 8.502218 -6.903181 -0.456696
H 6.126954 1.347062 0.267330
H -8.036044 3.879523 -0.284763
H -8.650884 9.661102 -6.522520
H 2.194673 -0.327725 -2.427387
H -6.379280 -2.132344 -1.212767
H -3.511076 0.039569 -5.783471
H -6.093811 -3.827988 1.501951
H -11.213360 -6.053108 4.390330
H 12.878728 2.203174 4.452929

Forces on atoms 1 to 6 (eV/Å):
S -1.70 0.57 -5.39
P -1.11 2.69 0.69
O 1.36 -1.40 -0.22
O -1.26 -1.40 0.70
O -0.69 0.05 0.65
O -0.45 1.83 -2.01


# 2
C53H69AsMgN3O9P2S3Si | ωB97M-V with the def2-TZVPD basis set

## Properties
Electronic energy (eV): -204236.24412
Energy relative to the best compared isomer or geometry (same formula, charge and spin) (kcal/mol): 23.67
Orbital gap (Ha): 0.276
Total charge: -1
HOMO energy (eV): -5.314

Cartesian coordinates (Å):
As 4.261186 -0.597349 -1.320593
S 2.161895 1.528329 1.680721
S 2.219411 -2.888667 0.309700
S -0.786874 2.431534 -0.274076
P -2.542821 -0.119854 -0.512518
P 0.177507 -0.111942 -2.663046
Si 1.461462 0.441208 3.306694
Mg 1.703429 -0.446790 0.362786
O 1.856938 -4.063861 1.054530
O 5.085898 -0.237890 0.205288
O 2.923682 -1.850319 1.088576
O 5.220563 0.047960 -2.471186
O 0.713062 1.374380 4.448237
O 2.696836 -0.013734 -1.174680
O 1.075669 -2.248077 -0.382448
O 0.485553 -0.734111 2.650051
O 2.579802 -0.378055 4.163310
N 1.281687 3.870924 0.442223
N -2.621193 -0.435959 -3.335525
N -0.540874 5.070490 -0.375288
C -5.006708 -0.971981 -3.534773
C -3.820406 0.808871 0.434655
C 3.722014 -0.027864 4.940756
C -1.116038 -2.464499 2.319807
C -1.092219 -1.193941 4.466055
C -5.159479 2.776245 0.885529
C 0.193171 6.170972 -0.999440
C -3.057225 -4.069205 -1.338958
C 5.302315 -4.390503 -2.671383
C -4.277960 2.075470 0.070895
C -5.589507 2.232412 2.087107
C 3.309092 -0.089651 6.409463
C 2.041418 -3.253439 -4.559724
C 3.004500 -2.654013 -5.358871
C -4.733449 -2.016262 -0.507730
C -0.065995 2.576056 4.400317
C 0.362477 1.547602 -3.447744
C -1.099244 2.527891 3.279784
C 3.390784 -3.428721 -0.919230
C -3.661498 -1.153464 -3.904410
C -5.123816 0.982050 2.474463
C -1.249399 -0.810023 -3.683269
C 4.277790 -2.535042 -1.529715
C -4.247320 0.283785 1.657365
C -0.228498 -1.797531 3.360193
C -3.411849 -2.076927 -4.939491
C 1.950116 5.001292 1.066070
C 1.353622 -1.083571 -3.724533
C -5.757027 -2.627567 -5.129132
C 0.703912 4.150028 -4.433492
C 5.227060 -3.030300 -2.411430
C -6.022082 -1.698625 -4.131806
C -5.247635 -3.283542 -0.747715
C -4.415300 -4.307322 -1.177958
C 0.731609 -2.821066 3.962615
C 2.347414 -0.499668 -4.506154
C 4.239976 1.367961 4.598554
C -0.768098 2.674612 5.750110
C -2.541215 -2.805952 -1.085843
C 0.041295 3.872898 -0.061069
C 1.241799 -2.478268 -3.734440
C 4.403148 -5.267267 -2.078694
C 1.577011 3.644098 -3.477173
C -2.842772 0.536986 -2.284039
C 3.445724 -4.786717 -1.199413
C 1.396446 2.363963 -2.976756
C -0.507384 2.065740 -4.403230
C 3.170042 -1.279467 -5.309461
C -4.439895 -2.796152 -5.529247
C 0.858162 3.782655 4.222410
C -0.341837 3.359104 -4.887263
C -3.376585 -1.758574 -0.691451
C 4.787266 -1.073650 4.626947
H 2.972376 -1.099412 6.656078
H 3.461698 2.112995 4.787777
H 4.409926 0.038657 0.849552
H 2.482136 0.604199 6.578851
H -2.396707 -4.869732 -1.652187
H -5.509476 3.755781 0.579718
H -1.704357 -1.703819 1.803537
H 6.063172 -4.771045 -3.341664
H -3.848576 0.939321 -2.349370
H 2.740560 -5.444522 -0.707579
H -5.280118 -0.271770 -2.759336
H 0.533279 -2.970250 -3.077409
H 1.357339 -3.253635 3.187549
H -6.273749 2.780129 2.724533
H 3.943219 -0.799281 -5.896907
H 4.950851 -1.108358 3.548157
H -0.493147 6.723419 -1.636881
H 4.144585 0.175327 7.062374
H 1.011553 5.799853 -1.621111
H -7.042991 -1.536178 -3.804509
H -6.555486 -3.201003 -5.583013
H -1.787089 -3.186207 2.788947
H -0.469192 -0.717648 5.225072
H -0.031306 2.647138 6.556965
H -5.440400 0.551551 3.417015
H 0.832375 5.154352 -4.821036
H 2.483912 5.616820 0.339556
H -0.505277 -2.980545 1.580406
H -5.395186 -1.222426 -0.182724
H 5.116493 1.599226 5.206687
H 2.060857 1.980451 -2.211155
H 1.449268 3.657067 3.316386
H -1.146370 -1.890788 -3.584842
H -1.456156 4.903826 -0.754926
H -2.141665 1.359972 -2.420185
H 1.234962 5.628879 1.601404
H 0.596206 6.862292 -0.259154
H 5.891187 -2.319245 -2.886685
H 0.268734 4.701278 4.150552
H 4.449609 -2.060777 4.950567
H -1.458474 1.837858 5.880373
H 0.156246 -3.621067 4.435026
H -1.035930 -0.562346 -4.728740
H 2.673727 4.611665 1.778622
H -1.688474 3.449014 3.263617
H -1.329198 3.610596 5.813219
H -0.614411 2.409313 2.309616
H -1.336357 1.477137 -4.780550
H -1.780204 1.684445 3.418788
H 4.504953 1.421572 3.541932
H -2.404900 -2.232506 -5.298757
H -4.822842 -5.291346 -1.379971
H -3.928955 2.533391 -0.845459
H -1.690105 -1.979504 4.931390
H -1.036991 3.749525 -5.622443
H -4.199580 -3.495623 -6.321825
H -6.309330 -3.465262 -0.622687
H -3.888542 -0.691652 1.972956
H -1.763435 -0.436596 4.051664
H 1.372978 -2.352634 4.706314
H 1.601242 2.946521 0.708428
H -1.474183 -2.623848 -1.166793
H 1.537169 3.862923 5.076243
H 1.925022 -4.331137 -4.562349
H 2.403219 4.246114 -3.115887
H 2.500901 0.568685 -4.482986
H 3.639980 -3.260998 -5.993852
H 5.726929 -0.831598 5.129863
H 4.451992 -6.326604 -2.297596

Forces on atoms 1 to 6 (eV/Å):
As 1.18 0.73 -0.31
S 0.91 -1.67 1.11
S 0.17 -1.75 -0.03
S -0.11 0.06 -0.13
P -0.56 -0.23 -0.20
P -0.10 -0.25 -0.81


# 3
C53H69Br2F2N13O3P | ωB97M-V with the def2-TZVPD basis set

## Properties
Electronic energy (eV): -236390.78680
Orbital gap (Ha): 0.148
Total charge: +1
HOMO energy (eV): -9.182

Cartesian coordinates (Å):
Br 2.079712 5.020126 1.983620
Br 1.752672 -1.579557 3.711517
P 3.113447 3.984884 0.306739
F 1.949938 0.959133 -0.184427
F 1.401951 1.934391 1.972964
O 3.276788 -2.183754 0.970105
O 4.055270 0.809614 -1.821499
O 1.870753 3.713562 -0.693730
N -2.660067 5.471039 3.787333
N 1.837246 -1.034348 -8.281179
N 5.171247 2.402563 0.489684
N 3.960752 -0.041016 0.290998
N 5.643609 3.971978 -3.083859
N -6.069708 -4.094718 5.563747
N -1.036063 3.561214 -5.089183
N 1.152606 0.427009 -3.326768
N -10.503685 -3.796726 7.002149
N -4.254684 -0.505027 4.996421
N -0.124248 -3.033399 6.559663
N 6.022244 -3.818862 -11.866819
N 3.216734 1.342308 3.040737
C -5.907855 -6.281974 5.851142
C -5.244202 -0.846501 4.112056
C -2.155597 3.235249 -4.374246
C 4.017751 -0.195804 -1.121561
C -5.211202 -5.104707 5.888012
C 3.334815 1.174080 4.475874
C -10.711567 -2.582788 6.405730
C 5.472136 -3.203551 -12.959280
C -1.589793 -4.417289 7.470131
C -4.665237 6.156747 4.423166
C 4.196541 0.273448 4.968581
C -0.140025 -2.754863 7.901492
C -3.852672 0.780609 4.755618
C 0.733433 0.543567 -5.495521
C -4.085523 7.151465 3.589949
C 7.224040 -4.376331 -12.211423
C -3.763386 5.133288 4.525393
C 0.454469 -0.705484 -3.648119
C 5.260950 -1.388722 1.975223
C 4.060689 -1.273965 1.070055
C -7.245763 -5.966241 5.483311
C 7.446644 -4.109836 -13.534904
C -5.471025 0.226718 3.294135
C -1.007657 -4.044298 6.288978
C -11.607939 -4.145469 7.729373
C 1.287868 -0.420758 -9.374450
C 0.175822 -0.662328 -4.987862
C -7.312164 -4.608582 5.311038
C 2.245551 0.825841 2.068695
C -1.129644 4.855136 -5.525925
C -12.529847 -3.141413 7.601801
C 1.261268 -0.349816 2.286414
C -2.319489 5.363979 -5.078877
C 3.803366 2.303766 0.946187
C -1.040966 -3.597360 8.493645
C 6.333736 -3.364500 -14.009934
C 3.261016 -1.328222 -9.948209
C -2.851417 6.699432 3.211542
C 3.037329 -1.593501 -8.623375
C -2.971270 4.334854 -4.346652
C 2.149792 -0.582743 -10.425129
C 6.719598 3.282743 -3.583146
C 7.800812 4.119455 -3.550686
C 2.983806 0.955062 0.699915
C 7.362947 5.362878 -3.015595
C -11.960377 -2.148307 6.760270
C 1.330908 1.190312 -4.446547
C -1.108596 -1.159699 2.619590
C -0.207347 0.079671 2.453688
C 6.029574 5.243061 -2.739837
C 4.067190 -1.557279 -1.748790
C -4.589331 1.261938 3.704698
C 3.995908 2.159605 2.413632
H 4.960554 -1.990639 2.823633
H -9.956530 -2.133278 5.783429
H -11.642388 -5.073500 8.273148
H 1.864674 2.124972 -4.401256
H 5.681770 -0.434283 2.260785
H 1.483924 0.661905 -2.410319
H 4.125314 -1.633517 -10.514665
H 7.960913 6.243492 -2.854671
H -0.539204 0.553759 1.539824
H 2.195641 3.384795 -1.540542
H 0.213827 -1.441108 -2.899489
H 2.780754 1.809586 5.150056
H 6.183868 -2.991193 -15.008681
H -3.929430 4.395472 -3.858940
H 5.324615 5.946268 -2.330512
H 4.787675 2.733049 2.870933
H -0.266128 2.942610 -5.265308
H 5.255250 2.371833 -0.519751
H -8.062857 -6.656833 5.358723
H 4.718501 3.600659 -2.989743
H -12.415983 -1.222808 6.451349
H 3.932733 -0.388962 5.779707
H -8.130543 -3.966441 5.030461
H 2.001041 -0.210205 -11.424307
H -1.281216 -3.625030 9.542724
H 1.423425 -1.069696 -7.368670
H -1.142852 -4.410087 5.285041
H 3.626336 -2.128232 -7.898170
H -2.096598 7.142623 2.585129
H 6.619909 2.263918 -3.916522
H -2.273807 2.252785 -3.949427
H -5.507594 -7.258764 6.062961
H 0.335185 0.077106 -9.311141
H -4.526826 8.089965 3.300963
H 5.608356 -3.855156 -10.954875
H -5.816734 -3.127520 5.520110
H -3.809697 4.197033 5.055488
H -5.633768 6.190153 4.892077
H -1.422662 -1.313025 3.643841
H 8.310046 -4.415133 -14.101211
H -0.660758 -2.044665 2.181613
H 0.445981 -2.573988 5.876571
H 7.814281 -4.911871 -11.488159
H -3.881616 -1.102620 5.711602
H -4.508117 2.248698 3.279012
H 4.249799 -1.442099 -2.805643
H 1.284020 -0.931493 1.373368
H -3.083522 1.240669 5.352860
H -4.179764 -4.898901 6.117989
H 5.980979 -1.993559 1.427958
H 5.187971 0.152931 4.550230
H 4.769895 -2.230863 -1.271933
H -0.345569 5.300280 -6.114158
H -2.328486 -5.191719 7.589982
H -2.684084 6.361273 -5.257408
H -0.367333 -1.410405 -5.541730
H 8.796537 3.871402 -3.876536
H 3.070842 -1.984748 -1.644654
H -0.294702 0.744169 3.304103
H -6.191125 0.268528 2.495014
H 5.780326 1.731956 0.932681
H 0.487124 -1.984642 8.316530
H -13.504298 -3.120448 8.059296
H -9.667564 -4.347056 6.919107
H -1.839684 4.906801 3.682411
H 4.519477 -2.706411 -12.894083
H 0.699702 0.897153 -6.513499
H -2.016472 -0.976087 2.052884
H -5.697876 -1.819809 4.134912

Forces on atoms 1 to 6 (eV/Å):
Br 0.08 -0.57 -0.12
Br 0.21 -0.03 -0.13
P 0.51 1.58 -0.72
F -0.05 0.27 -0.32
F -0.16 0.11 -0.12
O 0.35 0.95 -0.31